The following is a DFT calculation (ωB97M-V/def2-TZVPD) of a structure of composition C13H27KN3NbO3 at a distorted geometry.

Calculated values
**HOMO-LUMO gap**: 5.618 eV
**Charge**: +2
**LUMO level**: -9.18 eV
**DFT total energy**: -42389.6763 eV
**Multiplicity**: 1
**Highest occupied orbital energy**: -14.80 eV

```
48
Properties=species:S:1:pos:R:3:forces:R:3:lowdin_charge:R:1
N 0.964591 1.509638 -0.981944 0.451 1.475 3.385 -0.21
C 1.848202 2.419760 -0.723953 2.293 -3.999 -7.179 -0.32
O 2.812380 2.791744 -1.444698 -3.062 0.940 5.602 -0.03
K 1.668080 1.871508 -3.290516 -0.069 -0.149 -2.406 1.00
Nb -0.035827 -0.018519 -0.034083 -2.860 2.969 1.084 1.86
N -1.812711 -0.727362 -0.776059 1.757 0.339 1.371 -0.25
N -0.562508 1.266847 1.451190 0.238 -1.822 -1.033 -0.25
C -2.982475 0.032624 -1.315391 0.030 0.283 -0.199 -0.63
C -0.364800 2.706278 1.675072 0.418 0.087 -0.101 -0.69
C -3.979475 -0.873721 -2.090230 0.169 -0.184 -0.206 -0.03
C -3.746362 0.748359 -0.204842 -0.342 0.095 0.523 -0.03
C -2.419843 1.061006 -2.279456 0.147 0.820 -0.526 -0.07
C 1.098268 2.947054 1.969800 -0.634 0.563 0.403 0.01
C -1.150317 3.182969 2.871098 -0.346 0.113 0.251 -0.03
C -0.839038 3.470566 0.452877 0.071 0.170 0.055 -0.04
H -3.487990 -1.463170 -2.872673 0.110 0.117 0.134 0.10
H -4.760371 -0.288887 -2.613644 0.500 -0.007 0.504 0.11
H -4.496714 -1.575268 -1.432667 0.038 0.118 0.008 0.09
H -4.298894 0.049706 0.416939 -0.118 -0.255 -0.002 0.09
H -4.489537 1.425955 -0.634227 0.105 -0.087 -0.053 0.11
H -3.137375 1.329908 0.494470 0.259 -0.047 -0.363 0.05
H -1.878251 1.914194 -1.839022 -0.397 -0.188 0.458 0.06
H -3.257509 1.469711 -2.848465 0.219 0.187 -0.040 0.10
H -1.700078 0.656649 -2.989444 -0.172 -0.553 -0.228 0.07
H 1.409192 2.312884 2.814396 0.308 0.394 -0.385 0.12
H 1.177261 4.024413 2.173741 0.618 -0.395 0.063 0.12
H 1.683810 2.704371 1.067401 0.587 0.074 0.136 0.04
H -0.733856 2.722670 3.770518 -0.439 0.163 0.114 0.09
H -2.196513 2.905452 2.699733 0.054 0.157 0.464 0.10
H -1.077235 4.279427 2.975680 -0.055 -0.521 -0.068 0.12
H -0.691332 4.546598 0.651102 -0.329 -0.403 -0.289 0.11
H -1.904418 3.207226 0.329659 0.446 0.499 -0.331 0.09
H -0.238556 3.174114 -0.420983 -0.941 0.560 0.352 0.03
C -2.125662 -2.082271 -0.278516 -0.597 0.035 -1.109 -0.11
H -1.272455 -2.536600 0.230461 -0.036 0.033 0.417 0.07
H -3.079032 -2.118841 0.294763 0.901 0.121 0.038 0.11
H -2.282223 -2.698720 -1.172096 0.016 -0.199 0.269 0.09
C -0.856869 0.408195 2.618771 0.126 0.373 -0.085 -0.11
H -0.708143 -0.644741 2.328195 -0.011 -0.310 0.057 0.06
H -0.198335 0.593883 3.485866 -0.093 -0.152 -0.454 0.11
H -1.902855 0.491108 2.955390 0.292 -0.003 -0.272 0.11
C 2.695009 -2.415492 -2.250211 -0.546 -0.036 -0.057 0.03
O 2.375383 -2.240132 -0.811808 -0.049 1.078 0.426 -0.03
C 1.488802 -1.400404 -0.363174 3.085 -0.741 1.498 -0.41
O 1.654572 -0.875545 0.870007 -1.705 -1.786 -3.256 -0.13
H 3.273841 -3.336995 -2.349698 -0.354 0.105 0.369 0.11
H 3.344933 -1.602710 -2.601377 -0.326 -0.034 0.451 0.10
H 1.767765 -2.474098 -2.834763 0.244 0.004 0.211 0.10
```
Forces are in eV/Å.

The following is a DFT calculation (ωB97M-V/def2-TZVPD) of a cluster of 10 separate species, C16H52O13 in total at a distorted geometry.

Calculated values
**HOMO-LUMO gap**: 9.549 eV
**ΔE to the lowest compared entry with this formula, charge and spin**: 159.8 kJ/mol
**Charge**: 0
**LUMO level**: 0.09 eV
**DFT total energy**: -44048.8834 eV
**Multiplicity**: 1
**Highest occupied orbital energy**: -9.46 eV
**SMILES**: OCCO.OCCO.OCCO.CCO.CCO.CCO.CO.CO.CO.CO

```
81
Properties=species:S:1:pos:R:3:forces:R:3:lowdin_charge:R:1
C -2.853718 4.154720 -0.997548 0.124 0.382 -0.766 -0.14
O -2.490594 2.933102 -0.375738 -0.048 -0.170 0.002 -0.14
H -2.593536 5.020978 -0.390030 -0.168 -0.018 0.083 0.09
H -2.308015 4.260229 -1.943009 0.098 -0.127 0.173 0.08
H -3.909881 4.170101 -1.277034 -0.053 0.001 0.367 0.08
H -2.304370 3.096256 0.551076 -0.089 -0.156 0.031 0.09
C 0.394370 0.166188 -0.347826 -0.067 0.443 -0.039 -0.11
O -0.173934 -0.401474 0.841734 0.229 0.205 -0.569 -0.13
H 0.365792 -0.553144 -1.163399 0.311 -0.075 -0.062 0.06
H -0.133906 1.060789 -0.695008 -0.272 -0.165 0.195 0.06
H 1.408481 0.495610 -0.126194 0.112 -0.373 0.038 0.08
H -0.936027 -0.901910 0.535934 -0.140 -0.037 0.291 0.05
C 1.248648 -2.650059 -3.299949 0.948 -0.555 0.678 -0.18
O 0.994407 -3.511034 -4.381334 -0.474 -0.073 -0.405 -0.11
H 1.454889 -3.229035 -2.385569 -0.197 0.144 -0.019 0.08
H 2.145731 -2.048040 -3.477210 -0.220 0.294 -0.063 0.08
H 0.383293 -2.027939 -3.110414 -0.120 0.139 -0.220 0.04
H 1.617089 -4.240493 -4.366643 0.067 0.038 0.027 0.08
C 1.981956 2.009235 3.248586 0.369 0.345 -0.002 -0.13
O 0.819322 2.573029 3.856871 0.032 -0.020 -0.373 -0.12
H 2.737250 2.780659 3.042365 -0.165 0.020 0.034 0.08
H 2.430918 1.321245 3.958500 -0.191 -0.192 -0.039 0.08
H 1.751481 1.510631 2.305288 -0.045 -0.250 0.141 0.07
H 0.369859 3.054662 3.155819 -0.039 0.197 0.096 0.07
C -1.437453 -1.233559 4.846480 0.627 -0.534 -0.017 -0.24
C -1.313009 -0.061862 3.915031 -0.787 0.944 -0.267 -0.25
O -1.724420 1.191259 4.491301 0.263 -0.430 -0.064 -0.07
O -1.306450 -2.413170 4.056517 -0.234 -0.176 0.029 -0.09
H -2.387268 -1.311963 5.369203 -0.120 0.243 -0.075 0.12
H -0.628766 -1.198172 5.589884 -0.174 0.058 0.092 0.12
H -1.961048 -0.243327 3.049383 0.082 -0.163 -0.016 0.12
H -0.284283 -0.010160 3.560971 -0.002 0.085 0.001 0.09
H -1.035306 1.820650 4.252401 0.107 -0.044 0.329 0.03
H -0.545014 -2.287955 3.471381 0.198 -0.023 0.204 0.04
C 3.630853 -1.568948 2.843132 0.557 -0.440 0.862 -0.26
C 2.428074 -2.450620 2.971284 -1.127 0.011 -0.286 -0.20
O 1.222134 -1.671309 2.874311 0.415 -0.396 0.203 -0.10
O 3.706434 -1.099357 1.517552 -0.074 0.283 -0.204 -0.05
H 4.536110 -2.123964 3.133004 -0.104 -0.124 -0.249 0.12
H 3.540236 -0.784103 3.608477 -0.098 0.245 -0.385 0.11
H 2.391002 -2.955902 3.935509 0.136 0.137 0.097 0.13
H 2.381357 -3.225681 2.200760 0.382 0.007 -0.025 0.11
H 1.060550 -1.431050 1.951101 -0.074 0.214 -0.044 0.05
H 4.549151 -0.659725 1.377909 -0.013 0.024 0.021 0.09
C -0.200165 2.015805 -4.564542 0.222 -0.054 0.747 -0.25
C 0.886089 0.978259 -4.367022 0.292 -0.046 0.180 -0.26
O 1.283018 0.348447 -5.570661 0.022 -0.070 -0.021 -0.06
O -1.457562 1.445954 -4.832850 -0.212 0.037 -0.500 -0.07
H 0.110159 2.667528 -5.383164 -0.192 0.007 -0.091 0.12
H -0.246087 2.615954 -3.642011 0.026 0.073 -0.142 0.11
H 0.598966 0.214990 -3.632942 -0.265 0.164 0.049 0.09
H 1.769599 1.475229 -3.951063 0.037 0.001 -0.204 0.12
H 0.575333 -0.250904 -5.829230 -0.024 0.035 -0.076 0.09
H -1.943376 1.369403 -3.997984 0.149 -0.187 0.069 0.04
C 0.837921 3.687406 -0.284736 0.019 1.010 0.095 -0.08
C 1.428365 5.037829 0.126386 -0.035 -0.628 -0.098 -0.32
O 1.425089 5.884223 -1.010943 0.025 0.025 0.011 -0.07
H 1.544235 3.183066 -0.939888 -0.078 -0.308 0.105 0.08
H -0.086206 3.864532 -0.833234 -0.022 -0.105 -0.024 0.05
H 0.595033 3.122105 0.615696 0.172 -0.320 -0.143 0.06
H 2.452853 4.865710 0.474715 -0.039 0.168 0.139 0.11
H 0.838217 5.468022 0.943834 0.057 0.102 -0.010 0.11
H 2.021895 6.618264 -0.844124 -0.029 0.074 -0.051 0.08
C -2.554492 -1.528623 -1.723162 0.338 -0.260 0.344 -0.07
C -3.323312 -0.364095 -2.320634 0.602 0.037 0.781 -0.25
O -2.429719 0.762973 -2.313678 -0.276 0.089 -0.211 -0.11
H -1.586918 -1.613761 -2.218263 -0.085 -0.154 -0.120 0.06
H -3.046326 -2.502787 -1.711478 -0.205 0.117 -0.419 0.08
H -2.345426 -1.332916 -0.667062 -0.100 0.206 -0.032 0.06
H -4.176151 -0.153754 -1.673694 -0.259 0.062 -0.362 0.12
H -3.618870 -0.548845 -3.349421 -0.177 -0.044 -0.018 0.12
H -2.696281 1.412056 -1.650034 0.067 -0.012 0.198 0.06
C 0.295491 -5.063086 0.613415 0.648 -0.345 0.067 -0.09
C -1.021882 -4.594865 0.067715 -0.236 0.472 0.049 -0.33
O -1.994918 -5.620206 0.258982 0.206 0.198 -0.099 -0.07
H 0.634349 -5.977703 0.118805 -0.209 -0.025 0.026 0.08
H 0.236040 -5.262572 1.684483 -0.111 -0.002 -0.035 0.08
H 1.102389 -4.340463 0.459368 -0.233 0.189 -0.050 0.06
H -0.938090 -4.314659 -0.991286 0.022 -0.213 -0.016 0.10
H -1.331468 -3.680404 0.595544 0.013 -0.103 0.056 0.10
H -2.860186 -5.213504 0.169309 -0.092 -0.107 0.004 0.08
```
Forces are in eV/Å.

The following is a DFT calculation (ωB97M-V/def2-TZVPD) of an isolated molecule of C2H6Cl2N2P2S2 at a distorted geometry.

Calculated values
**HOMO-LUMO gap**: 9.179 eV
**ΔE to the lowest compared entry with this formula, charge and spin**: 0.0 kJ/mol
**Charge**: 0
**LUMO level**: 0.03 eV
**DFT total energy**: -70446.7502 eV
**Multiplicity**: 1
**Highest occupied orbital energy**: -9.15 eV

```
16
Properties=species:S:1:pos:R:3:forces:R:3:lowdin_charge:R:1
C 0.170166 0.688863 2.394897 1.682 1.675 -0.017 -0.16
C -0.165865 -0.242603 -2.025698 -0.600 -0.490 -0.113 -0.43
N -0.865972 0.707164 1.417143 -1.119 -1.114 -1.291 -0.49
N -2.583979 0.695646 -0.191952 1.778 0.506 -0.673 -0.41
P -2.149736 -0.405829 1.013846 0.233 1.478 -1.233 -0.29
P -1.208047 1.563079 -0.025792 -1.004 -1.803 1.100 0.02
S -1.906403 -2.291795 0.686534 0.139 0.779 0.321 0.21
S 0.252643 1.497070 -1.521693 -0.558 -0.767 0.005 0.58
Cl -3.500269 0.054489 2.363573 -1.010 -0.245 1.415 0.34
Cl -1.259107 3.551699 0.307515 -0.114 -0.410 0.052 0.33
H 0.044077 1.641117 2.958615 0.642 -0.396 -0.263 0.08
H 0.156179 -0.069173 3.206939 -0.291 -0.114 -1.210 0.10
H 1.125466 0.703583 1.776066 -0.616 -0.178 1.519 0.10
H 0.687495 -0.922232 -2.120505 0.305 0.722 -0.076 0.04
H -0.694215 -0.649207 -1.140342 -0.087 -0.012 -1.029 -0.07
H -0.774537 -0.302539 -2.984553 0.618 0.369 1.492 0.07
```
Forces are in eV/Å.

The following is a DFT calculation (ωB97M-V/def2-TZVPD) of a cluster of 2 separate species, C4H9O4P in total at a distorted geometry.

Calculated values
**HOMO-LUMO gap (alpha / beta)**: 5.131 / 7.244 eV
**Charge**: 0
**LUMO level (alpha / beta)**: 0.17 / -1.85 eV
**DFT total energy**: -21767.7226 eV
**Multiplicity**: 3
**Highest occupied orbital energy (alpha / beta)**: -4.96 / -9.10 eV

```
18
Properties=species:S:1:pos:R:3:forces:R:3:lowdin_charge:R:1
C -1.023521 -1.014409 -0.626391 1.071 -0.797 -0.896 0.02
C -0.373484 -0.311863 1.945591 -0.338 -0.102 1.963 -0.02
C 2.371944 0.202969 -1.214468 -1.107 2.076 3.454 0.01
C 0.253458 -0.330695 -0.307387 -0.565 -1.579 -0.437 -0.41
O -2.553247 1.320182 0.633707 -2.680 -1.869 3.181 -0.55
O 0.616621 -0.175931 0.934480 1.139 0.243 -1.916 0.04
O 1.090053 -0.421013 -1.308510 -0.423 0.878 0.237 0.01
O -0.635815 1.840104 -0.779447 -0.218 0.682 -0.534 -0.57
P -2.143726 2.239154 -0.427819 3.372 0.553 -2.398 0.55
H -0.768183 -2.147055 -0.464055 -0.815 1.930 -0.382 0.16
H -1.741663 -0.614393 0.061597 -0.883 -0.345 -0.238 0.04
H -1.228041 -0.741730 -1.695532 -0.167 -0.643 1.144 0.13
H -0.559798 -1.353381 2.304822 0.748 0.609 -0.570 0.13
H -1.298571 0.081079 1.613003 -0.773 0.580 -0.232 0.03
H -0.048906 0.329691 2.777960 0.084 -0.454 -0.319 0.12
H 3.012692 -0.530986 -0.811934 0.878 -0.557 1.208 0.08
H 2.166495 1.139658 -0.548922 1.086 -1.674 -1.108 0.15
H 2.863690 0.488620 -2.086694 -0.410 0.469 -2.158 0.08
```
Forces are in eV/Å.

The following is a DFT calculation (ωB97M-V/def2-TZVPD) of a structure of composition C30H31F2LiO at a distorted geometry.

Calculated values
**HOMO-LUMO gap**: 3.458 eV
**ΔE to the lowest compared entry with this formula, charge and spin**: 38.7 kJ/mol
**Charge**: 0
**LUMO level**: -2.50 eV
**DFT total energy**: -39297.4883 eV
**Multiplicity**: 1
**Highest occupied orbital energy**: -5.96 eV

```
65
Properties=species:S:1:pos:R:3:forces:R:3:lowdin_charge:R:1
C 4.047939 3.173486 -2.607477 0.156 -0.107 0.190 -0.05
C 2.582446 2.731316 -2.699217 0.054 0.032 0.191 -0.55
C 1.722463 3.993714 -2.672418 -0.073 0.000 0.068 -0.08
C 2.384195 2.046765 -4.059349 -0.110 -0.350 0.031 -0.04
C 2.195290 1.762600 -1.554843 -0.956 0.687 -0.072 -0.04
C 1.055882 1.922398 -0.814634 0.300 0.332 -1.420 0.04
C 0.643001 0.995929 0.194868 -2.086 0.088 0.950 -0.16
C -0.616106 1.113329 0.854073 2.561 1.336 -1.700 0.03
C -0.846196 0.864045 2.219700 -0.484 -0.662 1.994 -0.20
C 0.116618 0.274703 3.099141 -0.348 0.008 -0.235 0.06
C -0.308706 -0.336973 4.262494 0.380 0.434 0.728 -0.21
F 0.633939 -0.860285 5.117172 -1.074 0.394 -0.977 0.06
C -1.656069 -0.399999 4.627412 0.045 -0.015 -0.227 0.08
C -2.530584 0.318658 3.826723 -0.604 -1.111 0.446 -0.23
F -3.919279 0.017172 3.914793 1.396 1.296 0.282 -0.03
C -2.141238 1.125283 2.782079 0.430 -0.526 -0.667 -0.03
C 1.496544 -0.109682 0.450092 1.601 -1.004 0.392 0.01
C 2.632745 -0.378686 -0.262965 -0.804 -0.519 0.832 -0.04
C 3.424572 -1.694185 -0.063830 -0.166 0.158 -0.013 -0.54
C 3.243558 -2.600571 -1.290376 -0.136 0.144 -0.220 -0.04
C 2.925605 -2.462017 1.161838 -0.091 0.026 0.033 -0.07
C 4.919566 -1.420980 0.133890 0.056 0.237 -0.053 -0.05
C 2.998425 0.542074 -1.349726 1.656 -0.763 -1.613 -0.25
O 3.924280 0.245844 -2.144384 -1.551 0.604 1.411 0.04
H 4.712617 2.307337 -2.664355 -0.055 0.281 0.012 0.08
H 4.266283 3.851576 -3.443610 -0.012 -0.126 0.221 0.09
H 4.223558 3.707231 -1.666633 0.087 -0.030 -0.123 0.09
H 0.661662 3.750730 -2.794462 0.093 0.162 -0.012 0.08
H 1.870588 4.534622 -1.730320 -0.136 0.012 -0.140 0.09
H 2.017142 4.651864 -3.500017 -0.065 -0.150 0.203 0.09
H 1.339456 1.738895 -4.181813 0.133 0.003 -0.066 0.09
H 2.637902 2.748548 -4.864370 -0.052 -0.126 0.174 0.09
H 3.030709 1.167047 -4.134385 -0.179 0.173 -0.094 0.08
H 0.425697 2.801199 -0.963097 0.171 -0.304 -0.022 0.11
H -1.435063 1.535462 0.276154 0.175 0.576 0.186 0.13
H 1.177184 0.301019 2.867240 -0.290 -0.132 0.052 0.13
H -1.980239 -0.966312 5.488657 -0.094 -0.080 -0.130 0.14
H -2.793149 1.932755 2.421276 0.162 -0.500 -0.428 0.12
H 1.178133 -0.802591 1.223949 0.066 0.005 -0.448 0.09
H 3.654011 -2.115028 -2.180997 -0.100 -0.204 0.128 0.08
H 3.762023 -3.553374 -1.124405 -0.087 0.181 -0.038 0.09
H 2.178153 -2.806582 -1.451009 0.176 -0.034 -0.038 0.09
H 3.021367 -1.851902 2.068677 -0.073 -0.158 -0.049 0.09
H 1.882674 -2.777542 1.036551 0.158 0.019 0.123 0.09
H 3.533062 -3.366184 1.293065 -0.121 0.204 -0.025 0.09
H 5.069813 -0.781075 1.011544 0.105 -0.095 -0.106 0.09
H 5.436275 -2.375537 0.298724 -0.059 0.231 -0.018 0.09
H 5.336283 -0.929114 -0.749581 0.021 -0.120 0.255 0.08
C -4.669493 -3.042671 1.467007 0.368 0.633 0.141 -0.09
Li -4.326153 0.677888 1.999107 -0.068 -1.426 -0.602 0.76
C -3.322352 -2.617033 1.622894 -0.961 -0.032 -0.444 -0.14
C -3.081313 -1.496456 0.787237 -0.264 0.108 -0.119 -0.16
C -4.276723 -1.252638 0.035296 0.180 0.101 1.119 -0.29
C -5.310377 -2.131685 0.563058 0.903 -0.172 0.169 -0.24
C -6.641533 -1.875594 0.211420 -0.231 0.600 -0.298 -0.07
C -6.917245 -0.867204 -0.714851 -0.292 -0.371 0.202 -0.14
C -5.887363 -0.186841 -1.396650 0.666 0.189 -0.131 -0.14
C -4.552445 -0.368709 -1.021284 -0.707 0.178 -0.311 -0.09
H -5.164938 -3.876464 1.965770 0.237 0.333 -0.020 0.08
H -2.579349 -3.093783 2.252352 -0.091 0.028 0.002 0.08
H -2.152650 -0.960109 0.614310 0.061 -0.414 -0.027 0.07
H -7.448763 -2.414229 0.706518 0.075 0.050 -0.211 0.10
H -7.952106 -0.597655 -0.934335 0.241 -0.250 -0.048 0.09
H -6.135501 0.460588 -2.246791 0.084 -0.185 0.434 0.09
H -3.716727 0.075613 -1.572895 -0.374 0.125 0.178 0.10
```
Forces are in eV/Å.

Question: Among the records above, which one has the highest multiplicity?
Answer: C4H9O4P

Question: Which of these has the highest charge?
Answer: C13H27KN3NbO3

Question: What is the formula in the fifth record?
Answer: C30H31F2LiO